Density functional theory data (ωB97M-V with the def2-TZVPD basis set) for a cluster of 2 separate species, C4H12 in total.

The total energy is -159.152954 Eh. As for the largest force on an atom: 0.970 eV Å⁻¹. As for the net charge: +1. The value obtained for the LUMO energy (alpha / beta) is -2.9 / -11.3 eV. The expectation value of S² is 0.75. For the gap between HOMO and LUMO (alpha / beta), the calculation gives 0.5141 / 0.1541 Ha. The energy above the lowest of the compared OMol25 structures with the same formula, charge and spin is 10.6 kcal/mol. Its multiplicity is 2.

Each line ends with the Mulliken spin population.
CARTESIAN COORDINATES (ANGSTROEM)
C1 -1.9696 0.2852 0.6601  0.097
C2 -1.7402 -0.6207 -0.4859  0.048
H1 -2.9035 0.8476 0.5654  0.028
H2 -1.9627 -0.2241 1.6277  0.014
H3 -1.1712 1.0757 0.7909  0.109
H4 -2.6690 -0.8683 -1.0200  0.052
H5 -1.1902 -1.5248 -0.2417  -0.005
H6 -1.2035 -0.0752 -1.2878  0.063
C3 1.5323 0.7788 0.0945  0.138
C4 2.1586 -0.5107 -0.3051  0.082
H7 0.6306 1.0353 -0.4625  0.024
H8 1.3854 0.6471 1.2049  0.127
H9 2.0831 1.7427 0.1245  0.086
H10 1.4127 -1.2077 -0.6923  0.022
H11 2.6698 -1.0087 0.5208  0.000
H12 2.9375 -0.3722 -1.0937  0.116

***

Density functional theory data (ωB97M-V with the def2-TZVPD basis set) for a structure of composition C33H49IrN4O7SSi.

The total energy is -2824.208318 Eh. As for the largest force on an atom: 3.875 eV Å⁻¹. As for the net charge: +1. The value obtained for the LUMO energy (alpha / beta) is -6.0 / -5.5 eV. The expectation value of S² is 0.96. For the gap between HOMO and LUMO (alpha / beta), the calculation gives 0.1500 / 0.1597 Ha. The energy above the lowest of the compared OMol25 structures with the same formula, charge and spin is 141.6 kcal/mol. Its multiplicity is 2.

Each line ends with the Mulliken spin population.
CARTESIAN COORDINATES (ANGSTROEM)
Ir1 0.7222 -0.1487 0.5631  1.046
O1 1.7676 3.3788 2.6494  0.002
C1 1.8355 2.2927 2.1152  0.002
O2 1.0253 1.3185 2.2354  0.045
C2 3.0728 1.9469 1.2882  0.013
C3 4.1162 2.8832 1.2200  0.000
C4 5.3010 2.4959 0.6630  -0.001
C5 5.4614 1.1566 0.2499  -0.004
C6 6.6980 0.6428 -0.1880  0.000
C7 6.8306 -0.6793 -0.5046  0.000
C8 5.7255 -1.5398 -0.4091  -0.001
C9 4.5015 -1.0682 -0.0180  -0.016
C10 4.3352 0.2888 0.3258  -0.009
N1 3.1460 0.7322 0.8037  0.047
H1 3.9342 3.8678 1.6202  -0.001
H2 6.1306 3.1823 0.5793  0.000
H3 7.5436 1.3118 -0.2384  0.000
H4 7.7881 -1.0717 -0.8128  0.000
H5 5.8555 -2.5845 -0.6532  0.000
H6 3.6549 -1.7265 0.0974  0.004
C11 -1.3231 3.4382 3.6396  -0.001
C12 -2.2260 2.2184 3.6900  0.002
N2 -1.5385 1.1083 3.0453  -0.013
C13 -1.9177 -0.1194 2.8088  0.018
S1 -0.6916 -1.2923 2.4143  -0.261
N3 -3.1455 -0.6210 2.8899  -0.008
C14 -4.4379 0.0466 2.8922  0.002
C15 -5.4332 -0.7864 2.0980  -0.001
H7 -1.7806 4.2650 4.1729  0.000
H8 -1.1447 3.7407 2.6097  0.000
H9 -0.3571 3.2310 4.0919  0.000
H10 -3.1744 2.4396 3.1973  -0.001
H11 -2.4360 1.9331 4.7270  -0.002
H12 -0.5357 1.3200 2.8422  0.004
H13 -3.1993 -1.6200 2.7473  0.001
H14 -4.3358 1.0267 2.4276  -0.001
H15 -4.7929 0.1736 3.9197  -0.001
H16 -5.0856 -0.9221 1.0754  0.000
H17 -6.3962 -0.2846 2.0793  0.000
H18 -5.5735 -1.7644 2.5560  0.000
O3 -0.8024 1.8511 0.2188  0.098
C16 -1.8139 1.1392 0.0753  -0.068
O4 -1.7408 -0.1159 0.0746  0.019
C17 -3.1682 1.7488 -0.1717  0.000
C18 -3.5517 3.0099 0.2785  0.000
C19 -4.8313 3.4855 0.0234  -0.001
C20 -5.7250 2.7361 -0.7231  0.001
C21 -5.3231 1.4948 -1.1957  0.000
C22 -4.0705 0.9855 -0.9008  0.008
N4 -6.2160 0.7051 -2.0238  0.000
O5 -5.7330 -0.2442 -2.6050  0.000
O6 -7.3759 1.0437 -2.0810  0.000
H19 -2.8498 3.6147 0.8329  0.001
H20 -5.1326 4.4508 0.4051  0.000
H21 -6.7153 3.0946 -0.9631  0.000
H22 -3.7940 0.0020 -1.2518  -0.001
C23 2.7243 -0.7927 -2.6881  -0.018
Si1 1.0730 -0.9424 -1.6983  0.031
C24 -0.0741 0.4639 -3.2930  0.039
C25 -1.5107 0.0891 -3.1100  -0.009
C26 0.3304 1.7970 -2.7407  -0.011
C27 0.4911 0.1711 -4.6453  -0.001
C28 0.4477 -2.8145 -2.0513  0.004
C29 -0.8143 -3.0905 -1.2344  -0.002
C30 0.1635 -3.1480 -3.5124  0.002
C31 1.5887 -3.7161 -1.5667  -0.005
H23 2.6555 -1.2524 -3.6688  -0.003
H24 3.5306 -1.2853 -2.1524  0.003
H25 3.0317 0.2415 -2.8191  -0.002
H26 -1.7456 -0.1142 -2.0704  0.002
H27 -1.7910 -0.7693 -3.7148  0.000
H28 -2.1437 0.9299 -3.4125  0.003
H29 -0.0703 1.9759 -1.7479  0.005
H30 -0.0566 2.5819 -3.4010  0.002
H31 1.4127 1.9090 -2.7116  -0.001
H32 0.4590 -0.8846 -4.8961  0.001
H33 1.5042 0.5461 -4.7504  0.000
H34 -0.1303 0.6858 -5.3846  0.001
H35 -1.6627 -2.5367 -1.6307  0.001
H36 -0.6870 -2.7998 -0.1914  -0.002
H37 -1.0587 -4.1530 -1.2727  0.001
H38 -0.7142 -2.6243 -3.8820  0.000
H39 -0.0401 -4.2166 -3.5967  0.000
H40 1.0148 -2.9323 -4.1539  0.000
H41 1.9014 -3.4641 -0.5569  0.001
H42 2.4515 -3.6406 -2.2244  0.000
H43 1.2566 -4.7551 -1.5709  0.001
C32 3.4231 -3.3195 3.1486  0.003
C33 2.6368 -2.0884 2.7289  0.009
O7 1.9370 -2.3044 1.4957  0.019
H44 3.8812 -3.1441 4.1177  0.000
H45 4.2039 -3.5483 2.4269  0.000
H46 2.7662 -4.1840 3.2347  0.000
H47 3.2985 -1.2438 2.5420  -0.001
H48 1.9187 -1.8045 3.5051  0.001
H49 1.3205 -3.0339 1.6462  0.001

***

Density functional theory data (ωB97M-V with the def2-TZVPD basis set) for an isolated molecule of C2H3BrO2.

The total energy is -2802.317536 Eh. As for the largest force on an atom: 4.793 eV Å⁻¹. The value obtained for the LUMO energy (alpha / beta) is -0.5 / -0.5 eV. For the gap between HOMO and LUMO (alpha / beta), the calculation gives 0.3266 / 0.3268 Ha. The energy above the lowest of the compared OMol25 structures with the same formula, charge and spin is 123.0 kcal/mol.

Each line ends with the natural charge from an NBO analysis.
CARTESIAN COORDINATES (ANGSTROEM)
C1 -0.2900 -0.4488 -0.1513  0.288
C2 0.3489 0.7933 0.3587  -0.517
O1 0.3240 -1.5184 -0.0958  -0.029
O2 -0.4053 -2.4726 -0.5143  -0.459
Br1 -0.0769 2.3120 -0.7952  0.020
H1 -1.3022 -0.4182 -0.5445  0.201
H2 1.4346 0.6962 0.3955  0.249
H3 -0.0332 1.0566 1.3469  0.248

***

Copy entry 3 word for word.
Density functional theory data (ωB97M-V with the def2-TZVPD basis set) for an isolated molecule of C2H3BrO2.

The total energy is -2802.317536 Eh. As for the largest force on an atom: 4.793 eV Å⁻¹. The value obtained for the LUMO energy (alpha / beta) is -0.5 / -0.5 eV. For the gap between HOMO and LUMO (alpha / beta), the calculation gives 0.3266 / 0.3268 Ha. The energy above the lowest of the compared OMol25 structures with the same formula, charge and spin is 123.0 kcal/mol.

Each line ends with the natural charge from an NBO analysis.
CARTESIAN COORDINATES (ANGSTROEM)
C1 -0.2900 -0.4488 -0.1513  0.288
C2 0.3489 0.7933 0.3587  -0.517
O1 0.3240 -1.5184 -0.0958  -0.029
O2 -0.4053 -2.4726 -0.5143  -0.459
Br1 -0.0769 2.3120 -0.7952  0.020
H1 -1.3022 -0.4182 -0.5445  0.201
H2 1.4346 0.6962 0.3955  0.249
H3 -0.0332 1.0566 1.3469  0.248

***

Q: What is the largest force on an atom in the first record?
A: 0.970 eV Å⁻¹